Formula: C6H7N
Source: the OMol25 dataset
Level of theory: the ωB97M-V functional and the def2-TZVPD basis

Structure (ORCA input):
```
! RIJCOSX wB97M-V def2-TZVPD def2/J DEFGRID3
* xyz 0 1
H 2.2219 0.1493 -0.7910
N 0.2110 1.2865 -0.8977
C 1.1700 0.2190 -0.3972
H 2.0648 -0.1584 1.5056
H 0.5872 1.8639 -1.6688
C -0.1374 -0.3112 1.5837
H -2.2588 -0.4159 1.4536
H -2.0492 -0.8820 -1.2089
C -0.1181 -0.0810 -1.2340
H -0.2377 -0.1114 2.6474
C -1.3558 -0.4615 0.8585
H 0.0680 -0.3668 -2.2650
C 1.1016 -0.1959 0.9696
C -1.2675 -0.5347 -0.5558
*
```

Lowest unoccupied orbital energy in eV: 0.56
Frontier orbital gap in eV: 8.570
Structure (SMILES): C1=C[C@@H]2N[C@@H]2C=C1
HOMO energy in eV: -8.01

---

Formula: C6H7N
Source: the OMol25 dataset
Level of theory: the ωB97M-V functional and the def2-TZVPD basis

Structure (ORCA input):
```
! RIJCOSX wB97M-V def2-TZVPD def2/J DEFGRID3
* xyz 0 1
H -1.6070 -0.2038 -2.8931
C -0.1097 -0.9629 -1.3722
H 1.1249 -0.0401 2.8418
H -1.1174 -1.8557 -3.1003
H 1.6940 -1.2937 0.6364
H -1.1383 1.8623 -0.0802
C -1.0019 -0.9480 -2.4226
C 1.1107 -0.4226 0.6454
H -0.8385 1.9102 2.0528
H 0.6333 -1.7784 -1.6249
C 0.8892 0.2774 1.7996
N -0.2664 1.1105 1.6538
C 0.2388 0.0876 -0.4885
C -0.6081 0.9061 0.2701
*
```

Lowest unoccupied orbital energy in eV: 0.82
Frontier orbital gap in eV: 8.728
Structure (SMILES): C=Cc1cc[nH]c1
HOMO energy in eV: -7.91

---

Formula: C6H7N
Source: the OMol25 dataset
Level of theory: the ωB97M-V functional and the def2-TZVPD basis

Structure (ORCA input):
```
! RIJCOSX wB97M-V def2-TZVPD def2/J DEFGRID3
* xyz 0 1
H 1.3186 0.6590 -0.9921
H -1.3987 -1.1762 1.4527
C -0.7163 0.1451 -1.4656
C -0.2174 0.5123 0.8304
H 1.5262 -3.5848 0.0576
C 0.1231 0.9303 -0.5735
C -0.6736 -0.8803 0.7876
H 0.0578 2.0465 -0.6672
H -0.6141 0.3406 -2.5423
N -1.4181 -0.8392 -1.0883
H 0.5385 0.5894 1.6842
C 0.8535 -2.8822 0.1949
C 0.3077 -1.8418 0.4809
H -1.1387 1.2413 1.1023
*
```

Lowest unoccupied orbital energy in eV: 0.74
Frontier orbital gap in eV: 9.601
HOMO energy in eV: -8.86

---

Repeat the third record exactly.
Formula: C6H7N
Source: the OMol25 dataset
Level of theory: the ωB97M-V functional and the def2-TZVPD basis

Structure (ORCA input):
```
! RIJCOSX wB97M-V def2-TZVPD def2/J DEFGRID3
* xyz 0 1
H 1.3186 0.6590 -0.9921
H -1.3987 -1.1762 1.4527
C -0.7163 0.1451 -1.4656
C -0.2174 0.5123 0.8304
H 1.5262 -3.5848 0.0576
C 0.1231 0.9303 -0.5735
C -0.6736 -0.8803 0.7876
H 0.0578 2.0465 -0.6672
H -0.6141 0.3406 -2.5423
N -1.4181 -0.8392 -1.0883
H 0.5385 0.5894 1.6842
C 0.8535 -2.8822 0.1949
C 0.3077 -1.8418 0.4809
H -1.1387 1.2413 1.1023
*
```

Lowest unoccupied orbital energy in eV: 0.74
Frontier orbital gap in eV: 9.601
HOMO energy in eV: -8.86

---

- Look up the HOMO energy of the first one.
  -8.01 eV

---

What did the second record say?
Formula: C6H7N
Source: the OMol25 dataset
Level of theory: the ωB97M-V functional and the def2-TZVPD basis

Structure (ORCA input):
```
! RIJCOSX wB97M-V def2-TZVPD def2/J DEFGRID3
* xyz 0 1
H -1.6070 -0.2038 -2.8931
C -0.1097 -0.9629 -1.3722
H 1.1249 -0.0401 2.8418
H -1.1174 -1.8557 -3.1003
H 1.6940 -1.2937 0.6364
H -1.1383 1.8623 -0.0802
C -1.0019 -0.9480 -2.4226
C 1.1107 -0.4226 0.6454
H -0.8385 1.9102 2.0528
H 0.6333 -1.7784 -1.6249
C 0.8892 0.2774 1.7996
N -0.2664 1.1105 1.6538
C 0.2388 0.0876 -0.4885
C -0.6081 0.9061 0.2701
*
```

Lowest unoccupied orbital energy in eV: 0.82
Frontier orbital gap in eV: 8.728
Structure (SMILES): C=Cc1cc[nH]c1
HOMO energy in eV: -7.91